Computed, not measured: a single C22H23N3O2S molecule at a distorted geometry, with ωB97M-V with the def2-TZVPD basis set.

XYZ file:
```
51
Properties=species:S:1:pos:R:3:lowdin_charge:R:1
C 4.7273 0.1806 0.9975 -0.0426
C 4.0779 1.3813 0.3902 -0.2071
C 4.8003 2.3747 -0.2215 -0.0405
C 4.1761 3.4881 -0.8017 -0.0774
C 2.8150 3.6157 -0.7722 -0.0427
C 2.0292 2.6255 -0.1546 -0.1419
C 0.6204 2.7028 -0.0723 0.0499
C -0.0745 1.7074 0.5514 -0.1814
C 0.6651 0.6174 1.0683 -0.5227
N 1.9597 0.5157 1.0292 0.1267
C 2.6647 1.4958 0.4314 -0.1758
S -0.2421 -0.6698 1.8479 1.0784
C -1.6024 -0.7735 0.6041 -0.5470
N -2.0487 -1.8612 0.1651 0.0377
C -1.4087 -3.1124 0.4119 -0.2074
C -0.3873 -3.3748 -0.7174 -0.3168
C 0.4496 -4.6435 -0.4566 -0.1244
C 1.8962 -4.1537 -0.5685 -0.1475
C 1.7474 -2.6665 -0.2506 -0.2222
O 0.5200 -2.2917 -0.8396 -0.1200
N -2.0942 0.4215 0.2256 -0.0982
C -3.0441 0.4930 -0.8703 -0.0656
C -4.2966 1.1882 -0.4528 -0.2701
C -4.7701 2.4397 -0.7269 -0.0360
C -5.9945 2.5640 -0.0264 -0.0642
C -6.1676 1.3828 0.6247 -0.1197
O -5.1488 0.5479 0.3733 0.0621
C -1.5593 1.6608 0.7495 -0.1194
H 4.5955 -0.6807 0.3432 0.0779
H 5.7909 0.3466 1.1479 0.0763
H 4.2509 -0.0585 1.9445 0.0769
H 5.8780 2.3011 -0.2594 0.1100
H 4.7835 4.2469 -1.2729 0.1023
H 2.3256 4.4705 -1.2168 0.1097
H 0.1087 3.5621 -0.4861 0.1256
H -2.1714 -3.8946 0.3943 0.1212
H -0.8927 -3.1284 1.3811 0.0865
H -0.9358 -3.4215 -1.6654 0.1474
H 0.2215 -5.4300 -1.1727 0.1099
H 0.2486 -5.0203 0.5467 0.1103
H 2.5702 -4.6612 0.1175 0.1090
H 2.2632 -4.2790 -1.5877 0.1112
H 2.5224 -2.0368 -0.6891 0.1157
H 1.7246 -2.4962 0.8346 0.0974
H -3.2561 -0.5398 -1.1544 0.1240
H -2.5991 1.0287 -1.7170 0.1405
H -4.3142 3.1757 -1.3581 0.1079
H -6.6464 3.4129 -0.0125 0.0983
H -6.9457 1.0286 1.2712 0.1189
H -2.0555 2.4912 0.2457 0.1257
H -1.7766 1.7271 1.8267 0.1332
```

Output
Orbital gap ... 8.38 eV
Total charge ... 0
Relative energy (zero: lowest compared OMol25 entry of this formula, charge and spin) ... 58.0 kcal per mole
SMILES ... Cc1cccc2cc3c(nc12)S/C(=N\C[C@@H]1CCCO1)N(Cc1ccco1)C3
E_tot ... -1565.0580 Eh
Multiplicity ... 1
E_LUMO ... 0.25 eV